1.
65
Properties=species:S:1:pos:R:3:nbo_charge:R:1 method="wB97M-V/def2-TZVPD" s_squared=6.03 e_homo_ev="-8.91 / -10.32" total_charge=+1 multiplicity=5 relative_energy_kcal_mol=10.1
C -0.92 -3.47 -1.40 -0.175
C 3.70 2.16 3.63 -0.205
C 2.97 3.11 -0.49 -0.242
N 1.72 2.47 -0.94 -0.415
H 0.65 3.42 0.59 0.210
H -5.76 0.41 -0.98 0.237
N -3.38 -1.35 -2.30 -0.519
N 0.01 0.27 1.43 -0.524
C -1.18 -4.00 0.94 -0.125
H -2.55 -1.94 1.59 0.240
N 1.75 -2.28 -1.04 -0.234
H -2.84 2.46 -1.52 0.229
H -2.37 -6.51 -0.99 0.225
N 1.11 -1.45 -0.25 -0.354
H -2.06 -5.90 1.38 0.227
H 1.73 3.35 -2.86 0.191
H 3.88 1.91 4.66 0.224
N 3.67 -2.61 -2.19 -0.728
H -0.35 2.66 -0.68 0.225
H 2.92 4.20 -0.68 0.205
C -4.88 -0.06 -1.37 -0.065
H 3.79 2.72 -1.11 0.226
C 2.96 -1.78 -1.42 0.245
C -0.76 -3.11 -0.06 -0.151
H -0.59 -2.79 -2.17 0.239
H 0.77 1.87 -2.71 0.233
C -0.70 -0.90 1.20 0.176
C -1.76 -5.21 0.60 -0.228
H -1.98 1.78 3.66 0.236
H -2.93 -2.12 -2.77 0.442
Rh 1.73 0.42 0.24 0.981
C -3.34 1.85 -0.77 -0.403
H 2.63 0.35 3.22 0.219
N -3.64 0.55 -1.32 -0.354
H -1.02 -3.75 1.98 0.213
C -1.92 -5.56 -0.73 -0.183
C 0.56 3.24 -0.48 -0.434
C -2.43 -0.12 2.70 -0.169
H -2.68 1.75 0.10 0.217
C 2.99 1.29 2.81 -0.271
H 4.25 4.66 1.40 0.220
C 4.15 3.37 3.12 -0.199
H 0.50 4.20 -1.00 0.194
C -4.72 -1.25 -1.98 -0.075
S -1.05 0.05 -2.04 -0.350
S 3.59 -0.25 -0.99 -0.100
C 1.69 2.36 -2.40 -0.431
H 0.17 2.03 2.46 0.221
H 2.54 1.77 -2.74 0.221
C -2.71 -0.25 -1.90 0.263
H 4.69 4.06 3.75 0.225
H -4.27 2.32 -0.47 0.220
H 4.61 -2.37 -2.46 0.417
H 3.35 -3.56 -2.32 0.419
H -5.43 -2.02 -2.22 0.243
C -1.66 1.02 2.97 -0.259
C -1.50 -4.69 -1.73 -0.227
H -1.62 -4.96 -2.77 0.221
C 3.23 2.82 0.96 -0.127
C -1.96 -1.06 1.82 -0.224
C 3.91 3.70 1.79 -0.191
C -0.46 1.17 2.30 0.064
C 2.77 1.61 1.48 -0.087
C -0.16 -1.83 0.29 0.246
H -3.39 -0.25 3.18 0.232



2.
60
Properties=species:S:1:pos:R:3:mulliken_charge:R:1 method="wB97M-V/def2-TZVPD" e_homo_ev="-13.60 / -13.49" total_charge=+2 multiplicity=1
H -1.08 3.08 -5.67 0.420
O -1.87 -1.33 1.98 -0.163
P 1.91 -0.09 1.43 1.088
H 1.38 -2.86 -0.95 0.137
C -0.15 2.50 -2.41 0.387
C 3.28 0.83 0.57 -1.075
H -3.01 1.56 -1.02 0.339
P -0.98 1.95 0.24 1.222
H 1.02 -1.28 -3.79 -0.087
C 2.65 -1.76 1.69 -1.213
C 1.68 -0.41 -4.03 -0.545
C -2.80 2.02 -0.04 -1.255
C -0.25 3.10 -1.04 -1.025
H 2.66 -2.30 0.72 0.287
C -1.46 -2.36 -3.54 -0.680
H 2.83 0.38 3.67 0.445
H 0.40 1.09 -6.02 0.496
C 0.85 0.85 -3.93 0.225
H 4.20 0.85 1.19 0.623
H 6.07 -1.34 -2.53 0.414
C 0.60 -2.71 -1.68 -0.498
Zr 0.00 0.00 0.00 -0.193
H 4.30 -1.32 -4.30 0.484
H 3.68 -1.70 2.08 0.435
H -1.10 2.26 2.66 0.413
H 0.76 3.32 -0.65 0.424
N 1.25 0.71 -1.51 -0.009
H 2.91 1.86 0.45 0.356
C -0.59 2.59 -4.82 -0.889
H 2.02 -2.33 2.40 0.461
C 1.88 0.59 3.14 -1.129
H -3.31 1.44 0.74 0.453
C -0.18 -1.55 -1.64 1.409
H 2.05 -0.57 -5.06 0.787
C 4.80 -0.37 -1.06 -0.921
H -3.16 3.07 -0.03 0.430
H 1.73 1.69 3.10 0.351
H -1.36 3.82 1.80 0.457
H -1.86 -0.51 -2.50 0.223
H -1.41 3.98 -3.36 0.445
H 0.98 -4.57 -2.69 0.472
C -1.23 -1.39 -2.56 -0.428
C -0.77 2.89 1.81 -1.216
H 1.04 0.15 3.69 0.398
C 3.55 0.19 -0.77 0.364
C 0.37 -3.68 -2.66 -0.727
C 0.24 1.48 -5.01 -0.914
H -2.26 -2.22 -4.25 0.464
H -0.84 -4.25 -4.35 0.421
C 2.82 -0.38 -3.04 0.290
C 2.53 0.16 -1.76 0.830
C 0.65 1.34 -2.61 0.639
C -0.78 3.09 -3.52 -0.976
H -0.84 4.04 -1.05 0.631
C -0.66 -3.50 -3.59 -0.674
C 4.09 -0.90 -3.31 -0.894
H 0.29 3.14 1.94 0.347
C -1.15 -0.81 1.21 -0.061
C 5.09 -0.91 -2.32 -0.935
H 5.58 -0.36 -0.28 0.441



3.
67
Properties=species:S:1:pos:R:3:nbo_charge:R:1 method="wB97M-V/def2-TZVPD" e_homo_ev=-8.79 multiplicity=1 relative_energy_kcal_mol=0.0 smiles="CC(C)C[C@@H](C(=O)NC[C@H]1CCCO1)N(C(=O)Cn1nnc(-c2ccc(F)cc2)n1)c1ccccc1F"
C 2.81 0.97 0.68 0.129
C -2.71 0.56 -2.09 0.267
C 3.94 -1.48 1.53 -0.409
N -0.94 0.98 -1.14 0.017
H 2.72 -3.86 2.57 0.200
C -6.00 -0.09 -3.72 -0.286
H -0.20 2.77 2.33 0.189
C 4.47 -2.91 1.71 -0.205
C -2.40 0.52 3.41 -0.431
H 4.73 3.07 -1.18 0.234
H 2.11 -2.27 0.67 0.239
C 4.35 3.28 0.93 -0.189
H -3.94 -1.23 -6.16 0.231
C 3.75 -3.64 2.84 -0.616
C 3.47 1.53 -0.41 0.369
N 0.39 -1.90 2.46 -0.625
C -0.59 1.95 2.93 -0.060
C 2.95 1.59 1.91 -0.222
H -1.42 -2.19 3.47 0.204
O 2.05 -0.87 3.61 -0.651
N -1.40 0.49 -2.26 -0.245
H 4.17 -0.90 2.42 0.235
H 5.53 -2.81 2.00 0.201
H -3.41 0.22 3.14 0.225
H 3.81 3.21 3.00 0.221
H -2.24 -0.52 -4.47 0.233
H -2.42 2.66 3.90 0.213
H 4.90 -4.68 0.56 0.212
C -5.57 -0.63 -4.92 0.409
F -6.49 -1.01 -5.83 -0.324
C -5.06 0.30 -2.79 -0.148
C 4.23 2.68 -0.30 -0.281
H -2.24 0.31 4.47 0.201
H 2.47 1.16 2.77 0.264
F 3.37 0.93 -1.62 -0.327
N -1.89 1.35 -0.31 -0.040
C -4.23 -0.80 -5.21 -0.285
H 3.39 -3.91 0.11 0.199
H 4.95 4.18 1.03 0.221
C -2.11 1.99 3.11 -0.428
H 1.00 1.21 -1.76 0.260
N -3.01 1.09 -0.89 -0.271
C -0.69 -1.40 3.29 -0.244
C 3.72 2.74 2.04 -0.208
H -1.77 -0.57 1.62 0.189
H 4.93 -3.19 -0.39 0.207
H 0.10 -2.14 1.52 0.423
C 0.45 1.06 -0.82 -0.324
C 4.42 -3.72 0.42 -0.608
C 1.62 -1.37 2.59 0.710
H 4.25 -4.59 3.05 0.210
H -0.08 1.93 3.90 0.165
H -5.35 0.73 -1.85 0.235
C -1.34 -0.21 2.57 0.090
H 0.60 1.89 -0.13 0.255
C -3.70 0.14 -3.07 -0.124
H 4.47 -1.03 0.68 0.212
N 2.05 -0.22 0.52 -0.459
H 3.75 -3.04 3.75 0.224
C 0.90 -0.26 -0.17 0.731
C -3.29 -0.41 -4.28 -0.147
H -7.06 0.02 -3.53 0.231
C 2.44 -1.42 1.28 -0.144
O -0.34 0.74 2.23 -0.566
O 0.23 -1.27 -0.28 -0.642
H -2.58 2.27 2.17 0.225
H -0.24 -1.08 4.23 0.226